(1)
{
  "formula": "C28H29F3IMnNO9S3",
  "method": "ωB97M-V/def2-TZVPD",
  "multiplicity": 6,
  "e_lumo_ev": [0.20, 0.20],
  "homo_ev": [-8.4, -8.4],
  "gap_ev": [8.590, 8.591],
  "elements": ["Mn", "O", "S", "C", "C", "C", "C", "S", "O", "C", "C", "C", "C", "C", "C", "C", "C", "C", "C", "C", "C", "H", "H", "H", "H", "H", "H", "H", "H", "H", "H", "H", "H", "H", "H", "H", "H", "H", "H", "F", "C", "F", "F", "S", "O", "O", "O", "C", "N", "C", "C", "O", "H", "H", "H", "H", "H", "H", "H", "I", "C", "C", "C", "C", "C", "C", "C", "O", "O", "H", "H", "H", "H", "O", "C"],
  "positions_angstrom": [[0.0618, -0.3889, -0.1355], [0.0421, -2.3205, 1.1765], [-0.2122, -3.7904, 1.3961], [-0.9941, -3.9005, 3.0286], [-1.8559, -2.6758, 3.3309], [-1.0964, -1.4986, 3.9429], [-1.9925, -0.2616, 4.0371], [-1.5975, 0.9202, 2.7347], [-1.2343, 0.0709, 1.5342], [-0.1426, 1.6211, 3.5004], [-0.3451, 2.4963, 4.5656], [0.7515, 3.0811, 5.1744], [2.0345, 2.8005, 4.7134], [2.2219, 1.9393, 3.6437], [1.1260, 1.3444, 3.0286], [-1.6508, -4.2356, 0.4470], [-1.8940, -5.5903, 0.2495], [-3.0237, -5.9747, -0.4533], [-3.8900, -5.0083, -0.9557], [-3.6259, -3.6601, -0.7644], [-2.4922, -3.2623, -0.0651], [-0.1986, -4.0473, 3.7628], [-1.5830, -4.8164, 2.9656], [-2.6433, -2.9769, 4.0270], [-2.3557, -2.3551, 2.4142], [-0.2227, -1.2698, 3.3392], [-0.7367, -1.7741, 4.9359], [-1.8788, 0.2947, 4.9675], [-3.0513, -0.5019, 3.9064], [-1.3491, 2.7349, 4.9071], [0.6058, 3.7626, 6.0025], [2.8897, 3.2643, 5.1888], [3.2099, 1.7197, 3.2562], [1.2993, 0.6921, 2.1991], [-1.2041, -6.3361, 0.6359], [-3.2242, -7.0262, -0.6178], [-4.7693, -5.3101, -1.5108], [-4.2938, -2.9085, -1.1619], [-2.2884, -2.2115, 0.0827], [-2.7841, -1.4738, -3.7849], [-1.7484, -0.6766, -4.0721], [-1.9495, -0.1581, -5.2781], [-0.6432, -1.4458, -4.1187], [-1.5680, 0.6521, -2.8262], [-2.7355, 1.4711, -2.9649], [-0.2883, 1.2483, -3.1436], [-1.5261, -0.0950, -1.5502], [1.1721, 4.4923, -2.2870], [0.3926, 3.8281, -1.2506], [-0.9610, 4.3086, -1.0089], [0.7694, 2.6330, -0.7980], [0.0657, 1.9094, -0.0954], [1.2942, 5.5476, -2.0448], [0.6753, 4.4025, -3.2556], [2.1562, 4.0318, -2.3591], [-0.9413, 5.3959, -0.9606], [-1.3250, 3.9073, -0.0680], [-1.6340, 3.9896, -1.8082], [1.7732, 2.3301, -1.1141], [5.4167, 0.0367, -6.1415], [4.6829, 0.1141, -4.1895], [5.5711, 0.0487, -3.1221], [5.0790, 0.1081, -1.8261], [3.7134, 0.2013, -1.5902], [2.8406, 0.2634, -2.6712], [3.3174, 0.2295, -3.9782], [3.2359, 0.2631, -0.1619], [4.0019, 0.6803, 0.6981], [2.0232, -0.1207, 0.0591], [6.6343, -0.0369, -3.3000], [5.7525, 0.0835, -0.9779], [1.7716, 0.3643, -2.5181], [2.6256, 0.2929, -4.8087], [1.5777, -2.8274, -1.6422], [0.7384, -2.1118, -1.4898]],
  "forces_ev_per_a": [[-0.470, 0.960, 0.518], [-0.024, -0.251, -0.188], [0.286, 0.261, -0.032], [-0.061, 0.123, 0.090], [-0.047, -0.088, 0.046], [-0.089, -0.141, 0.116], [0.035, -0.191, 0.043], [-0.261, 0.213, -0.686], [0.019, 0.269, 0.731], [0.173, -0.102, -0.137], [-0.099, 0.030, -0.083], [0.026, -0.043, -0.011], [0.045, -0.002, 0.002], [0.013, 0.027, 0.005], [0.051, 0.170, 0.288], [-0.046, 0.039, -0.093], [0.027, -0.013, -0.003], [-0.048, 0.017, -0.019], [0.016, -0.030, -0.003], [0.076, -0.009, -0.016], [-0.154, -0.092, -0.021], [0.004, 0.062, -0.060], [0.007, -0.011, 0.145], [-0.036, -0.038, -0.034], [0.006, 0.046, 0.042], [0.112, -0.021, -0.060], [-0.027, 0.014, 0.042], [-0.037, -0.060, 0.012], [0.076, -0.032, 0.026], [0.066, -0.030, -0.045], [0.003, -0.004, -0.009], [-0.020, 0.001, -0.008], [-0.032, 0.022, 0.019], [-0.008, -0.294, -0.441], [-0.050, 0.079, -0.040], [0.002, 0.045, 0.000], [0.020, 0.001, 0.019], [0.001, 0.010, -0.037], [0.090, 0.092, -0.008], [0.006, 0.002, 0.064], [-0.031, -0.333, -0.054], [0.081, 0.048, -0.102], [-0.156, 0.151, 0.040], [0.318, 0.504, 0.680], [0.013, -0.133, -0.136], [-0.109, -0.051, -0.137], [-0.057, -0.329, -0.119], [-0.109, -0.064, 0.131], [0.083, 0.038, -0.128], [0.126, -0.051, -0.073], [-0.050, 0.045, -0.235], [-0.203, -0.124, 0.194], [0.003, 0.023, 0.016], [-0.020, -0.018, 0.023], [-0.027, -0.012, 0.023], [-0.017, 0.030, 0.001], [0.025, -0.031, 0.012], [0.015, -0.019, -0.018], [0.052, 0.011, 0.022], [0.021, 0.002, -0.047], [-0.007, -0.019, 0.063], [-0.093, 0.038, 0.035], [0.157, -0.008, -0.106], [-0.019, -0.027, -0.176], [-0.041, -0.042, -0.066], [0.008, 0.007, 0.166], [-0.142, 0.140, 0.320], [-0.126, -0.104, 0.019], [0.182, -0.145, -0.097], [-0.002, -0.007, -0.006], [-0.046, 0.003, -0.042], [0.054, -0.014, -0.013], [0.032, 0.000, 0.035], [0.673, -0.900, -0.403], [-0.244, 0.361, 0.006]]
}

(2)
{
  "formula": "C4H10BNO",
  "method": "ωB97M-V/def2-TZVPD",
  "e_lumo_ev": 0.59,
  "homo_ev": -9.5,
  "gap_ev": 10.073,
  "elements": ["B", "C", "C", "C", "C", "N", "O", "H", "H", "H", "H", "H", "H", "H", "H", "H", "H"],
  "positions_angstrom": [[-0.3056, -0.4864, 0.1476], [-0.3239, 1.3178, -1.7292], [0.9158, 0.5442, -1.9285], [-0.3244, -0.1175, -1.2789], [0.4102, -0.5270, 2.5997], [0.5479, -0.1273, 1.1528], [-1.9256, -1.4757, 0.4402], [-0.3774, 2.0780, -0.9153], [-0.8809, 1.4927, -2.5555], [1.1482, 0.2050, -2.9128], [1.6735, 0.5916, -1.1435], [-0.8649, -0.6603, -1.9625], [0.9228, -1.5489, 2.6916], [0.9486, 0.1087, 3.2482], [-0.6037, -0.7584, 2.8571], [1.5229, 0.1198, 1.0691], [-2.4834, -0.7564, 0.2200]],
  "forces_ev_per_a": [[-3.778, -2.116, 1.111], [1.551, 0.817, 3.512], [-0.407, -0.512, 1.583], [1.281, 1.187, -1.297], [0.772, -3.117, -1.861], [0.184, -0.588, 2.699], [4.829, 1.157, 0.423], [0.163, -0.510, -0.939], [-1.662, 0.758, -2.328], [0.453, -0.066, -0.311], [0.282, 0.463, -0.889], [-1.233, -1.686, -1.068], [-0.533, 1.263, 0.019], [0.111, 1.088, 0.605], [-0.586, 0.529, 0.143], [-0.236, 0.272, -0.974], [-1.190, 1.061, -0.429]]
}

(3)
{
  "formula": "C4H13NO2",
  "method": "ωB97M-V/def2-TZVPD",
  "e_lumo_ev": 0.84,
  "homo_ev": -8.4,
  "gap_ev": 9.260,
  "smiles": "CN(C)CCO.O",
  "elements": ["C", "N", "C", "C", "C", "O", "H", "H", "H", "H", "H", "H", "H", "H", "H", "H", "H", "H", "H", "O"],
  "positions_angstrom": [[-0.2005, -0.0225, 1.9942], [-0.6351, -0.0567, 0.5924], [-1.9591, -0.6495, 0.4522], [0.4053, -0.5036, -0.3595], [-0.0635, -0.5997, -1.8309], [0.9545, -0.0495, -2.7037], [-1.0390, -0.2777, 2.6352], [0.6309, -0.7060, 2.1887], [0.1433, 0.9982, 2.1665], [-2.0667, -1.6609, 0.8728], [-2.3097, -0.7330, -0.5708], [-2.7082, 0.0351, 0.8591], [0.9106, -1.4340, -0.0761], [1.0824, 0.3506, -0.3882], [-0.9468, 0.0004, -2.0070], [-0.2299, -1.6097, -2.1817], [1.7257, -0.5655, -2.5281], [2.1888, 2.4266, -0.5035], [1.6878, 2.6648, 0.9656], [2.4293, 2.3925, 0.4228]],
  "forces_ev_per_a": [[0.224, 0.385, -1.039], [-0.540, -0.822, -0.632], [-0.203, 0.008, -0.177], [-0.999, 0.909, -0.232], [0.793, 0.502, -0.078], [-1.083, 0.322, 0.308], [0.042, 0.144, 0.178], [-0.037, -0.112, 0.052], [0.068, -0.068, 0.592], [0.014, 0.106, 0.261], [0.470, -0.011, -0.422], [0.118, -0.217, 0.534], [0.101, -0.001, 0.240], [0.585, -0.458, 0.209], [-0.130, 0.100, 0.032], [-0.391, -0.394, 0.252], [0.978, -0.419, -0.036], [-0.385, 0.150, -0.054], [-0.256, 0.082, -0.304], [0.631, -0.205, 0.316]]
}

E_tot for the records above, in order: -4759.24433 -313.21348 -365.38492 Eh
Energy above the lowest of the compared OMol25 structures with the same formula, charge and spin for the records above, in order: 6.4 51.3 36.1 kcal/mol